{
  "formula": "C4H12",
  "method": "ωB97M-V with the def2-TZVPD basis set",
  "elements": ["H", "H", "C", "H", "H", "H", "C", "H", "H", "H", "H", "C", "H", "H", "H", "C"],
  "positions_angstrom": [[-2.1712, -0.0329, -1.4694], [-3.1214, -0.3595, -0.0143], [-1.5171, 1.1060, 0.3053], [3.0546, -1.0030, -0.5303], [-1.6414, -1.0111, -0.1603], [1.9730, -1.2121, 1.4523], [-2.1580, -0.1536, -0.2824], [1.1204, 0.3132, 1.0526], [2.5848, 0.6724, -0.6159], [1.6097, -0.3083, -1.5003], [0.6563, -1.3042, 0.4180], [2.2462, -0.2863, -0.6091], [-1.5510, 0.9455, 1.3942], [-2.0749, 1.9710, -0.0060], [-0.4120, 1.3257, -0.1189], [1.4021, -0.6627, 0.6845]],
  "forces_ev_per_angstrom": [[-0.170, -0.249, 2.268], [-2.678, -0.023, 0.997], [1.780, -0.575, -0.587], [0.358, 0.062, -1.216], [2.086, -2.716, 0.785], [0.172, 0.529, -0.361], [1.249, 3.338, -4.759], [-0.830, -0.324, 0.696], [1.313, 2.715, 0.560], [0.301, -0.763, 0.026], [-2.496, -1.266, -0.608], [-1.679, -3.201, 1.255], [0.500, 0.752, -0.263], [-0.411, 0.417, 0.254], [-2.494, -0.843, 1.225], [2.998, 2.148, -0.272]],
  "spin_multiplicity": 1,
  "de_lowest_ev": 1.311,
  "energy_ev": -4341.2169,
  "lumo_energy_ha": 0.04261
}